Density functional theory data (wB97M-V/def2-TZVPD) for 4 unconnected molecules or ions with the total composition C27H55N3O5 at a distorted geometry.

```
90
Properties=species:S:1:pos:R:3
C -2.2940 -15.6288 -9.8403
C -3.1454 -14.3976 -9.9354
C -3.2715 -14.0195 -11.3958
C -4.2535 -12.8494 -11.6716
C -5.6453 -13.2318 -11.2987
C -5.8019 -13.8069 -9.8170
N -4.5629 -14.6856 -9.4819
O -4.8279 -15.4521 -8.3212
C -7.1236 -14.6945 -9.8256
C -5.8648 -12.6443 -8.8357
C -2.5737 -13.2344 -8.9965
H -2.7830 -16.4813 -10.3117
H -2.0450 -15.8828 -8.8100
H -1.3277 -15.5965 -10.3435
H -3.4358 -14.9207 -11.9866
H -2.2522 -13.7807 -11.6995
H -4.2150 -12.5825 -12.7278
H -3.9544 -11.9162 -11.1943
H -6.1569 -13.8570 -12.0306
H -6.2016 -12.2975 -11.3740
H -7.9182 -14.2564 -10.4295
H -7.4316 -15.0195 -8.8318
H -6.7932 -15.5899 -10.3521
H -5.1166 -11.8543 -8.7717
H -5.9390 -12.9677 -7.7974
H -6.8196 -12.1284 -8.9372
H -1.4922 -13.2779 -8.8673
H -3.0728 -13.1920 -8.0284
H -2.8330 -12.2301 -9.3316
C 13.8856 -10.0092 -8.8328
C 13.1427 -9.2784 -9.9789
C 13.3154 -7.8131 -9.8362
C 13.1250 -6.8435 -10.9923
C 13.9727 -7.3286 -12.0969
C 13.7083 -8.7873 -12.4992
N 13.6445 -9.7064 -11.3232
O 13.5029 -11.0596 -11.5939
C 14.9407 -9.2802 -13.3205
C 12.4374 -8.8895 -13.3803
C 11.6453 -9.6348 -9.9246
H 13.4468 -9.7275 -7.8756
H 14.9456 -9.7739 -8.7373
H 13.7792 -11.0885 -8.9424
H 14.2745 -7.5273 -9.4043
H 12.6528 -7.4880 -9.0340
H 13.3802 -5.8204 -10.7161
H 12.0760 -6.6924 -11.2471
H 15.0034 -7.3120 -11.7427
H 13.9935 -6.6073 -12.9138
H 14.8627 -10.2970 -13.7054
H 15.8745 -9.3072 -12.7588
H 15.2088 -8.6414 -14.1620
H 12.3669 -8.2627 -14.2692
H 11.5189 -8.5531 -12.8994
H 12.1948 -9.8889 -13.7414
H 11.5910 -10.7230 -9.9576
H 10.9500 -9.1926 -10.6380
H 11.2308 -9.4303 -8.9374
C 10.9360 -18.8075 -14.5715
C 11.4358 -19.5554 -13.2351
C 10.1397 -19.6204 -12.3402
N 10.3756 -19.7391 -10.8061
C 11.0787 -21.1147 -10.4767
C 9.1993 -19.6133 -9.8747
C 9.5910 -18.8997 -8.5700
C 11.0681 -18.5736 -8.7514
C 11.2924 -18.6707 -10.2623
H 10.4848 -17.8766 -14.2278
H 10.1962 -19.4222 -15.0842
H 11.7802 -18.6774 -15.2486
H 12.2660 -19.0293 -12.7638
H 11.7705 -20.5726 -13.4386
H 9.5366 -20.5169 -12.4835
H 9.5745 -18.6906 -12.4051
H 10.4937 -21.9515 -10.8582
H 11.1458 -21.1841 -9.3910
H 12.0814 -21.0110 -10.8913
H 8.6751 -20.5507 -9.6886
H 8.5150 -18.9102 -10.3497
H 9.4315 -19.5248 -7.6914
H 8.9875 -18.0161 -8.3626
H 11.7984 -19.2274 -8.2746
H 11.4142 -17.5592 -8.5532
H 12.2668 -18.8781 -10.7046
H 10.9412 -17.7761 -10.7765
O 5.2674 -13.3174 -11.0667
C 5.9758 -14.0088 -11.9568
O 7.0850 -13.6317 -12.3768
O 5.4147 -15.0366 -12.3907
H 4.5394 -13.9425 -11.0372
```

Output
* energy: -43574.689 eV
* total charge: +2
* LUMO energy: -0.2954 Ha
* multiplicity: 1

---

Density functional theory data (wB97M-V/def2-TZVPD) for 3 unconnected molecules or ions with the total composition C3H12N2O2 at a distorted geometry.

```
19
Properties=species:S:1:pos:R:3
H -0.3296 -1.4421 1.1320
N -0.7257 -1.0307 0.2984
C -0.2413 0.1419 0.1426
N 0.8354 0.6490 0.8200
C 0.8387 1.9652 1.3898
C 1.6153 2.0900 2.7029
H -0.6478 0.8726 -0.5531
H 1.5124 -0.0234 1.1369
H 1.1366 2.8080 0.7526
H -0.1817 2.2590 1.6731
H 1.3628 1.2453 3.3523
H 2.6906 2.1953 2.5991
H 1.2042 2.9225 3.2713
O -2.8491 -2.8371 -3.4908
H -3.2824 -2.2637 -4.0877
H -2.2212 -3.3499 -4.0423
O 0.0365 -1.8534 -2.5376
H -0.1970 -1.8827 -1.5906
H -0.5566 -2.4659 -2.9688
```

Output
* ΔE to the lowest compared entry with this formula, charge and spin: 142.06 kJ/mol
* energy: -10380.077 eV
* total charge: 0
* LUMO energy: 0.0353 Ha
* multiplicity: 1
* SMILES: [H]/N=C\NCC.O.O

---

Density functional theory data (wB97M-V/def2-TZVPD) for a single C5H7N molecule.

```
13
Properties=species:S:1:pos:R:3
C -1.8594 0.1833 -0.0150
N -0.4213 0.0323 -0.0332
C 0.2630 -1.0627 0.4211
C 1.6082 -0.8084 0.3146
C 1.7461 0.4969 -0.2359
C 0.4776 0.9825 -0.4398
H -2.2500 0.1406 1.0065
H -2.3370 -0.6016 -0.6101
H -2.1167 1.1520 -0.4460
H -0.2758 -1.9367 0.7634
H 2.4018 -1.4918 0.5898
H 2.6675 1.0173 -0.4653
H 0.1255 1.9174 -0.8566
```

Output
* ΔE to the lowest compared entry with this formula, charge and spin: 31.17 kJ/mol
* energy: -6788.190 eV
* total charge: 0
* LUMO energy: 0.0381 Ha
* multiplicity: 1
* SMILES: Cn1cccc1

---

Density functional theory data (wB97M-V/def2-TZVPD) for 4 unconnected molecules or ions with the total composition C25H27N3O12 at a distorted geometry.

```
67
Properties=species:S:1:pos:R:3
C 0.6747 0.3895 1.6158
C 0.3398 1.5290 0.6611
O 0.8466 1.3151 -0.6400
C -1.1311 1.8524 0.6429
O -1.8266 0.6660 0.2247
O -3.1371 1.0836 -0.1651
C -4.0226 0.4772 0.6656
O -3.8749 0.3156 1.8364
O -5.0813 0.1579 -0.0609
C -6.2860 -0.0853 0.6835
C -6.8032 1.1966 1.3108
C -7.7970 1.9877 0.5599
O -8.1535 1.1921 1.6916
H 0.4079 0.6626 2.6332
H 0.1593 -0.5235 1.3160
H 1.7425 0.2115 1.5699
H 0.8381 2.4212 1.0449
H 0.2698 0.7016 -1.1155
H -1.3415 2.6375 -0.0826
H -1.5146 2.1453 1.6205
H -6.1108 -0.8367 1.4514
H -7.0245 -0.4196 -0.0361
H -6.1041 1.7473 1.9336
H -8.1825 1.6102 -0.3746
H -7.7181 3.0455 0.7750
O 2.9868 1.4900 3.1853
N 4.2020 1.4732 3.2302
O 4.9289 2.1115 2.4989
C 4.8333 0.6080 4.2404
C 4.0280 -0.1585 5.0616
C 4.6282 -0.9830 5.9993
C 6.0121 -1.0274 6.1035
C 6.8018 -0.2439 5.2724
C 6.2122 0.5826 4.3298
H 2.9530 -0.1151 4.9714
H 4.0145 -1.5926 6.6477
H 6.4770 -1.6756 6.8345
H 7.8791 -0.2778 5.3562
H 6.8154 1.1946 3.6765
O 1.7260 1.3102 -8.4557
N 1.6638 0.6389 -7.4448
O 1.5983 -0.5740 -7.4268
C 1.6667 1.3443 -6.1526
C 1.7072 2.7265 -6.1463
C 1.6923 3.3859 -4.9279
C 1.6405 2.6620 -3.7429
C 1.6075 1.2751 -3.7727
C 1.6199 0.6054 -4.9849
H 1.7475 3.2781 -7.0733
H 1.7192 4.4668 -4.9040
H 1.6237 3.1740 -2.7900
H 1.5742 0.7130 -2.8541
H 1.5909 -0.4735 -5.0157
O 1.1203 -1.7587 -1.8221
N -0.0924 -1.7969 -1.7599
O -0.8313 -0.9056 -2.1336
C -0.7163 -2.9908 -1.1742
C 0.0935 -4.0079 -0.7050
C -0.5032 -5.1206 -0.1356
C -1.8868 -5.2002 -0.0464
C -2.6808 -4.1683 -0.5297
C -2.0956 -3.0498 -1.0993
H 1.1679 -3.9338 -0.7801
H 0.1128 -5.9254 0.2405
H -2.3482 -6.0695 0.4030
H -3.7578 -4.2330 -0.4605
H -2.7013 -2.2385 -1.4752
```

Output
* energy: -55391.135 eV
* total charge: 0
* LUMO energy: -0.0253 Ha
* multiplicity: 1
* SMILES: C[C@@H](O)COOC(=O)OC[C@H]1CO1.O=[N+]([O-])c1ccccc1.O=[N+]([O-])c1ccccc1.O=[N+]([O-])c1ccccc1